Entry 1:
The following is a quantum chemistry calculation of 2 unconnected molecules or ions with the total composition C15H13F5N at a distorted geometry, from the Open Molecules 2025 dataset.

Structure (XYZ):
```
34
Properties=species:S:1:pos:R:3:forces:R:3
F 0.38350 -3.56631 2.54883 0.86 0.98 -1.17
C 1.09504 -2.75726 1.68979 -1.39 -0.70 0.47
C 2.46683 -2.65668 1.87555 0.12 0.53 -0.53
C 3.17351 -1.81838 1.00066 0.04 -0.32 0.10
C 2.51486 -1.10833 0.01210 -0.38 0.46 -0.24
C 1.09189 -1.18458 -0.16461 0.47 -0.18 0.53
C 0.50093 -0.32279 -1.14386 -0.02 -0.98 -0.65
C -0.80584 -0.30126 -1.72853 -0.54 0.29 -0.25
C -0.99004 0.49949 -2.90543 0.41 0.09 0.42
C -2.22956 0.66236 -3.49878 -0.24 -0.21 -0.13
C -3.36772 0.03033 -2.97394 0.76 0.22 -0.02
C -3.18962 -0.76683 -1.85128 -0.68 -1.05 1.02
F -4.29426 -1.40111 -1.32697 1.42 0.76 -0.63
C -1.96169 -0.97700 -1.23276 -0.19 0.25 -0.24
C 0.39564 -2.09457 0.68633 0.30 0.02 0.23
H 2.96854 -3.21173 2.66439 -0.18 0.09 -0.13
H 4.25557 -1.74603 1.10146 -0.29 0.05 -0.07
H 3.08741 -0.47310 -0.66894 -0.16 -0.13 0.30
H 1.21574 0.36209 -1.62274 -0.29 -0.25 0.21
H -0.11384 0.98341 -3.34315 -0.30 -0.05 0.16
H -2.33475 1.26934 -4.39697 0.11 -0.13 0.26
H -4.34823 0.14950 -3.42839 0.17 -0.06 0.17
H -1.91027 -1.63594 -0.37378 -0.36 0.30 -0.29
H -0.66857 -2.27224 0.57914 0.42 -0.06 0.36
F 1.72183 3.77150 2.94819 -1.30 -0.51 -0.63
C 0.53670 3.35012 2.40390 -0.43 0.95 0.59
F -0.43650 3.47810 3.35760 1.08 0.04 -0.98
F 0.22033 4.20725 1.37534 0.33 -0.64 0.93
C 0.62456 1.92800 1.89599 0.41 -0.05 0.19
N -0.58771 1.55766 1.18954 0.12 0.23 -0.19
H 1.55075 1.88980 1.28857 -0.23 -0.10 0.28
H 0.71858 1.29291 2.78552 0.22 0.10 -0.23
H -0.78102 2.23620 0.45725 -0.09 -0.27 0.00
H -0.50258 0.62607 0.79999 -0.15 0.32 0.15
```
Positions in Å, forces in eV/Å.

As for the net charge: +1. The value obtained for the molar mass is 302.3 g/mol. The total energy is -1133.188610 a.u.

=====

Entry 2:
The following is a quantum chemistry calculation of 3 unconnected molecules or ions with the total composition C28H57BrClFNO15P2 at a distorted geometry, from the Open Molecules 2025 dataset.

Structure (XYZ):
```
106
Properties=species:S:1:pos:R:3:forces:R:3
C 6.59517 -1.61038 0.03442 -0.04 -0.62 0.23
C 5.56858 -1.82631 -1.26727 0.41 -1.03 1.99
C 4.07911 -1.39268 -0.74242 2.24 0.46 0.29
Cl 3.44535 -2.77079 0.31865 0.78 0.70 -0.42
P 2.86428 -0.85836 -2.16028 1.08 1.43 0.96
C 3.31823 0.96350 -1.74313 -0.11 3.61 -0.31
C 4.88360 1.36609 -2.14714 3.65 0.12 6.72
O 5.84112 1.46026 -1.18927 -6.15 -0.53 -6.46
Br 5.43402 1.78158 -4.02376 -0.69 -0.43 1.42
P 2.68305 -2.79702 -3.14001 -2.03 -5.65 -0.35
O 1.94216 -3.91733 -2.32403 1.88 2.86 -2.67
O 1.88048 -2.48843 -4.69698 1.22 -2.60 1.83
O 4.23689 -3.50762 -3.63010 -1.85 2.70 -0.31
O 1.62364 -0.38653 -3.34405 -1.96 -0.11 2.35
C 0.24891 -0.16894 -2.77724 -0.54 1.98 -1.91
C -1.02572 -0.82937 -3.63283 0.73 -0.74 -1.18
C -1.12294 -2.45453 -3.57970 -1.69 -0.48 0.22
C 0.03323 1.41956 -3.25368 -0.82 0.24 -0.08
C 0.80522 1.79270 -4.65768 3.72 6.47 -0.75
O 1.41179 3.01140 -4.72465 -4.19 -8.62 0.12
F 0.87065 0.97859 -5.88757 -0.62 2.07 3.94
C 0.30160 -0.48048 -1.13253 2.90 -0.34 1.50
C 0.29364 0.79687 -0.09486 -0.25 2.69 -0.18
O 0.73559 0.49059 1.27660 0.65 1.09 -1.24
C 1.41717 1.63436 1.90828 0.09 -0.41 1.59
N -0.58874 -1.52376 -0.55370 -2.21 0.72 -0.46
C 0.01465 -2.50856 0.37843 -0.14 -2.34 2.00
C -2.00328 -1.14365 -0.28402 -4.60 0.01 -2.06
C -2.46802 -0.63961 1.24315 -0.17 -1.71 0.01
O -3.04594 -1.22099 -1.15789 6.79 0.60 4.70
O 1.65688 -1.08861 -0.90680 -2.30 2.03 -2.17
H 6.11640 -2.09651 1.00728 0.81 0.94 -2.18
H 6.77428 -0.48184 0.29090 -0.21 -2.12 -0.77
H 7.61481 -2.20138 -0.13299 -2.05 1.51 0.24
H 5.95216 -1.24348 -2.20758 -0.87 -1.13 1.84
H 5.54165 -3.00613 -1.42772 0.07 2.71 -0.12
H 4.25647 -0.47473 0.00097 -0.65 -2.08 -1.65
H 4.00513 -0.71709 -3.07879 -0.73 -0.20 -0.29
H 3.11818 1.26730 -0.62193 0.92 -0.60 -2.16
H 2.65480 1.71912 -2.38757 1.51 -1.60 1.18
H 1.60466 -3.41934 -4.97922 0.55 1.63 0.51
H 4.68810 -2.81432 -4.19887 -0.67 -1.13 0.89
H -0.83898 -0.55090 -4.77950 -0.11 -0.40 2.56
H -2.05935 -0.29078 -3.37497 2.49 -1.33 -0.03
H -0.42361 -2.93500 -2.77606 -1.11 0.92 -1.82
H -1.02200 -2.96629 -4.65388 0.17 1.27 2.43
H -2.23674 -2.71596 -3.23649 2.39 0.52 -0.62
H -1.11805 1.67020 -3.44657 2.49 -0.60 0.38
H 0.40007 2.20048 -2.46935 -0.38 -1.39 -1.78
H -0.77714 1.31356 0.01976 1.86 -1.29 -0.56
H 0.99225 1.70085 -0.44404 -1.39 -2.13 0.24
H 2.27524 2.11250 1.26924 -1.86 -0.82 0.89
H 1.94700 1.20051 2.88600 -1.20 0.81 -2.19
H 0.61876 2.40889 2.29702 1.69 -1.19 -1.08
H 0.66972 -3.36890 -0.12332 -1.48 2.27 0.50
H 0.65195 -2.10045 1.26809 -1.17 -0.28 -1.83
H -0.88908 -3.10198 0.88904 1.71 1.33 -1.15
H -3.20576 0.27318 1.20778 1.74 -1.74 -0.20
H -1.56578 -0.51651 1.97722 -1.65 0.06 -1.62
H -3.11068 -1.55065 1.66924 1.30 1.91 -0.92
C 0.68742 9.08961 2.13676 0.24 -0.19 0.20
O 1.26587 8.16457 3.04118 -0.19 -0.09 -0.30
C 0.33586 7.17275 3.47830 0.66 0.02 0.11
C 1.06864 5.88313 3.86033 -0.31 -0.08 -0.35
O 1.47394 5.10189 2.72836 0.18 0.45 0.18
C 2.56750 5.62676 1.96132 0.10 -0.36 0.14
C 3.91413 5.53286 2.68180 -0.32 0.56 0.01
O 4.03487 6.57024 3.65659 -0.04 -0.27 0.28
C 4.92337 6.22503 4.70688 -0.23 0.30 -0.29
H -0.11191 9.65463 2.62426 -0.13 0.06 -0.09
H 1.46481 9.78361 1.80766 -0.04 -0.12 0.16
H 0.29852 8.56968 1.25412 -0.12 0.06 0.01
H -0.39849 6.95459 2.69225 0.07 -0.03 0.03
H -0.18507 7.57443 4.35309 -0.21 -0.13 0.09
H 0.36545 5.24942 4.41212 0.00 0.03 -0.18
H 1.90872 6.07139 4.52934 0.04 0.26 -0.12
H 2.35437 6.64013 1.61726 0.15 0.06 0.22
H 2.62040 4.99779 1.06597 -0.02 -0.06 0.18
H 4.72934 5.66004 1.96398 0.02 -0.21 -0.18
H 4.00181 4.54902 3.15594 -0.03 -0.02 -0.03
H 4.58270 5.31932 5.21549 0.10 -0.14 0.01
H 4.92847 7.04258 5.43300 -0.03 -0.04 -0.20
H 5.93693 6.08606 4.31988 0.08 -0.12 0.10
C -8.42548 -7.30067 0.91069 0.15 0.39 -0.10
O -7.89566 -5.98669 0.94262 0.12 -0.36 0.16
C -7.51298 -5.58326 2.25811 0.12 0.33 -0.59
C -6.39384 -4.53952 2.19366 0.18 -0.37 0.20
O -5.10465 -5.10336 1.91790 -0.46 0.03 -0.22
C -4.89664 -5.57070 0.57699 0.27 0.32 -0.01
C -4.77378 -4.44052 -0.44718 -0.59 -0.24 0.08
O -6.06261 -3.91907 -0.77576 0.05 0.09 0.28
C -6.00416 -2.57466 -1.22393 -0.16 -0.26 0.00
H -9.34666 -7.35759 1.49721 -0.05 -0.15 0.08
H -8.64766 -7.55872 -0.12773 0.02 0.17 0.11
H -7.69051 -8.01896 1.29083 -0.08 -0.06 0.09
H -7.17280 -6.44545 2.84601 0.03 0.05 -0.05
H -8.39572 -5.14897 2.73783 0.01 0.05 0.26
H -6.30373 -4.08360 3.18591 0.05 -0.17 -0.03
H -6.62613 -3.73122 1.49980 -0.15 -0.19 -0.18
H -5.65585 -6.30176 0.29435 -0.13 0.21 -0.11
H -3.94157 -6.10663 0.60281 -0.04 0.19 0.08
H -4.32871 -4.82228 -1.37031 0.28 -0.05 0.03
H -4.13355 -3.65103 -0.03821 0.03 -0.02 -0.03
H -5.56410 -1.93303 -0.45600 0.18 0.07 -0.13
H -7.02555 -2.23180 -1.41068 0.06 -0.20 0.00
H -5.43004 -2.50594 -2.15240 0.11 0.19 0.08
```
Positions in Å, forces in eV/Å.

As for the net charge: -1. The value obtained for the molar mass is 844.1 g/mol. The total energy is -6100.824319 a.u.

=====

Entry 3:
The following is a quantum chemistry calculation of a molecular structure, C4H6O2, from the Open Molecules 2025 dataset.

Structure (XYZ):
```
12
Properties=species:S:1:pos:R:3:forces:R:3
C -1.19741 0.76316 0.28828 -0.02 0.09 0.02
C -0.41790 -0.47053 -0.12393 -0.59 0.22 0.01
O -0.32431 -0.57478 -1.56788 0.11 0.06 -0.19
C 0.87705 -0.78653 -0.90558 0.23 -0.25 0.14
C 1.30085 0.18158 0.05403 -0.01 0.15 -0.10
O 1.45243 -0.38213 1.22428 -0.12 -0.10 0.03
H -0.99559 1.00311 1.33674 -0.03 -0.03 -0.18
H -1.00414 1.63143 -0.35134 -0.07 -0.13 0.11
H -2.25550 0.49951 0.19092 0.12 0.03 0.09
H 0.35743 -0.99212 1.04925 0.37 0.04 0.12
H 1.21577 -1.81748 -0.81832 0.01 0.14 -0.05
H 1.38962 1.25686 -0.09164 0.00 -0.22 -0.01
```
Positions in Å, forces in eV/Å.

The value obtained for the molar mass is 86.1 g/mol. The total energy is -306.264267 a.u.

=====

Entry 4:
The following is a quantum chemistry calculation of a molecular structure, C32H50N7NiOP2 at a distorted geometry, from the Open Molecules 2025 dataset.

Structure (XYZ):
```
93
Properties=species:S:1:pos:R:3:forces:R:3
C -2.14037 -1.44530 -1.53560 0.42 0.50 -0.26
C -0.52883 -0.14790 -2.70779 -0.42 -1.98 0.31
C -2.87159 -1.63156 -2.70253 -0.13 0.11 -0.39
C -1.30801 -0.20094 -3.86037 -1.02 -0.01 -0.48
C -2.46264 -0.97741 -3.86582 -0.34 0.24 -0.21
H -3.76526 -2.25692 -2.65789 0.21 0.31 -0.20
H -0.97696 0.33751 -4.74267 -0.09 -0.14 0.02
H -3.09525 -1.03294 -4.76051 0.43 -0.06 0.32
N -0.96080 -0.79289 -1.56714 -1.03 0.08 0.22
P -1.92478 -1.08355 1.23718 -1.15 0.09 -0.05
P 1.83581 -0.08177 -1.27554 0.83 -0.72 -0.71
C -2.72802 -1.94229 -0.22831 0.37 0.07 0.52
H -3.82236 -1.80926 -0.20275 0.38 0.05 -0.20
H -2.57546 -3.02466 -0.11475 0.20 0.18 -0.09
C 0.83165 0.16528 -2.80716 -0.46 3.07 2.65
H 1.12223 0.93881 -3.48109 0.05 0.05 -0.85
C 3.18508 1.30492 -0.88436 -0.51 -0.29 -0.77
C 2.67497 -1.39279 -2.37393 0.62 0.12 0.52
C -3.10623 0.40597 1.52093 0.44 -0.52 0.08
C -2.22660 -2.30958 2.65271 -0.11 0.31 0.12
C 3.03534 1.83037 0.55213 -0.29 -0.07 -0.06
H 3.09897 0.99784 1.26197 -0.19 0.34 -0.14
H 3.88357 2.50045 0.76444 -0.31 -0.09 -0.11
H 2.09640 2.36648 0.71956 0.32 -0.14 0.03
C 4.62563 0.76767 -0.93872 -0.03 0.16 -0.16
H 4.75721 -0.03233 -0.19736 0.06 0.19 -0.29
H 4.93190 0.42713 -1.93324 -0.06 0.00 0.37
H 5.30632 1.57990 -0.64076 -0.20 -0.13 -0.14
C 2.94063 2.41349 -1.91508 0.49 0.32 0.21
H 3.62572 3.24988 -1.71087 -0.15 -0.08 -0.07
H 3.13514 2.07964 -2.94195 -0.05 0.13 0.28
H 1.91770 2.79856 -1.85002 0.16 -0.05 -0.04
C 3.71160 -2.20786 -1.60648 0.26 -0.30 -0.15
H 3.25145 -2.67971 -0.73024 0.17 0.03 -0.20
H 4.05876 -3.00168 -2.27959 0.09 -0.01 0.23
H 4.58374 -1.63675 -1.28884 -0.18 -0.18 -0.12
C 1.59493 -2.39624 -2.81152 -0.26 0.25 -0.29
H 1.08327 -2.82214 -1.94494 0.06 -0.13 -0.12
H 0.84599 -1.93211 -3.45924 0.13 -0.26 0.15
H 2.03464 -3.17941 -3.42883 0.25 -0.18 0.25
C 3.27260 -0.65759 -3.60688 -0.02 -0.29 -0.40
H 2.88248 0.35425 -3.76352 0.33 -0.47 0.10
H 4.36061 -0.55961 -3.57423 -0.13 -0.31 -0.04
H 2.97618 -1.21141 -4.50915 0.37 0.06 0.09
C -1.89996 -1.56135 3.96277 -0.10 -0.25 0.18
H -2.08534 -2.23494 4.81574 0.01 0.14 -0.21
H -0.83049 -1.31386 3.96408 -0.42 0.12 0.07
H -2.47948 -0.65077 4.12509 -0.02 -0.30 0.01
C -1.18845 -3.42442 2.55653 0.20 0.15 0.04
H -1.24796 -3.96488 1.61405 0.10 -0.12 -0.08
H -0.19133 -3.00072 2.68763 -0.30 -0.35 -0.08
H -1.35069 -4.13602 3.37321 -0.07 0.01 -0.09
C -3.61549 -2.97705 2.65556 0.11 0.11 0.29
H -3.61573 -3.76070 3.42563 0.03 0.09 -0.16
H -4.43676 -2.30333 2.89526 0.17 -0.13 -0.08
H -3.81617 -3.45943 1.69622 -0.07 -0.01 0.09
C -3.40141 1.09528 0.17213 0.08 -0.09 0.31
H -4.07419 1.93021 0.38505 0.07 0.08 -0.08
H -2.50188 1.48822 -0.30152 -0.16 -0.18 -0.06
H -3.92623 0.43719 -0.52099 0.03 -0.01 -0.04
C -2.34883 1.40397 2.42037 -0.47 0.72 -0.24
H -1.49544 1.82220 1.89081 -0.22 -0.18 0.24
H -3.02130 2.25621 2.64053 0.18 -0.36 0.07
H -1.96901 1.00671 3.35700 -0.19 -0.07 0.01
C -4.46373 0.01331 2.12076 -0.17 0.44 -0.06
H -4.93990 -0.79929 1.56566 0.08 0.04 0.09
H -4.43226 -0.23102 3.18579 0.11 -0.08 -0.21
H -5.13720 0.87498 2.02008 0.10 -0.05 0.09
Ni 0.08621 -0.59907 0.21372 0.41 -0.60 0.20
C 1.07428 -2.18874 0.93837 -0.57 -3.20 -2.44
O 1.50074 -3.27599 0.88824 -0.54 2.70 0.45
N -0.08288 1.50302 0.29185 -1.10 3.47 -0.42
C -0.37892 2.59223 -0.07043 2.32 -5.21 -0.69
C -0.50365 3.67806 -0.94851 -1.14 2.76 -0.77
C -0.71220 4.87974 -0.24853 -0.13 -0.11 0.44
C -0.61600 3.72648 -2.37783 -0.11 -0.26 0.39
C -1.06243 6.05699 -0.89134 0.02 0.74 0.05
H -0.63266 4.82608 0.85788 -0.10 0.30 -0.88
C -0.99794 4.91800 -3.00555 -0.05 0.42 -0.50
H -0.42395 2.86241 -3.02386 -0.17 0.14 0.56
C -1.22747 6.09906 -2.28971 0.26 -0.55 1.41
H -1.20422 6.94976 -0.25247 0.02 -0.53 -0.69
H -1.14952 4.99087 -4.10414 0.33 -0.49 0.88
H -1.52520 7.03670 -2.75476 0.07 -0.35 -0.10
N 2.12941 -2.04483 5.69110 -0.70 0.34 -0.57
N 2.35117 -1.74809 4.35420 0.60 1.52 -1.68
N 3.59335 -1.37673 3.93793 -1.92 -0.79 -0.26
C 3.32791 -1.03088 2.67406 0.10 -0.13 0.30
N 2.02492 -1.10332 2.34148 1.36 0.34 3.35
N 1.38460 -1.53072 3.44835 2.24 -0.19 0.63
H 1.27660 -2.60095 5.77548 0.51 0.03 -0.02
H 2.96689 -2.46251 6.07045 -0.03 -0.23 -0.04
H 4.10289 -0.73967 1.96732 -0.25 -0.09 0.38
```
Positions in Å, forces in eV/Å.

As for the net charge: +1. The value obtained for the molar mass is 669.4 g/mol. The total energy is -3898.518680 a.u. As for the multiplicity: 3.